# 1
Molecular formula: C10H12LaO5
Method: DFT, wB97M-V/def2-TZVPD

E_LUMO = -14.15 eV
Net charge = +3
Orbital gap = 0.1810 Ha
ΔE to the lowest compared entry with this formula, charge and spin = 38.87 kcal/mol

XYZ file:
```
28
Properties=species:S:1:pos:R:3:forces:R:3:mulliken_charge:R:1
La 0.03513 -0.04196 0.43546 5.48 -0.36 2.01 1.64
C -2.34015 -0.27705 -0.13916 -8.39 -1.46 -2.86 0.25
O -3.39066 -0.48623 -0.60293 5.54 1.16 2.70 -0.04
C -0.96498 1.12412 -1.80963 -3.96 1.65 -4.55 0.20
O -1.74799 1.40031 -2.61795 3.90 -1.12 3.65 -0.05
C -0.57191 -1.68838 -1.29604 -2.85 -6.17 -4.76 0.25
O -1.03936 -2.55062 -1.91300 2.42 4.19 2.83 -0.03
C -1.13587 2.04020 0.97009 -4.51 6.52 1.97 0.24
O -1.79054 2.94869 1.24587 3.02 -4.03 -1.25 -0.01
C 4.28631 0.58838 -0.06682 -0.64 -0.39 0.42 -0.68
H 4.39819 1.07257 0.92003 0.20 -0.34 -0.64 0.34
H 4.44320 -0.50447 -0.13625 0.19 0.75 0.08 0.36
C 3.94377 1.30173 -1.15055 -1.18 0.14 -0.25 -0.56
H 3.77591 0.81234 -2.13468 0.45 0.50 0.70 0.34
H 3.72754 2.38833 -1.07175 0.47 -0.79 -0.21 0.33
C -1.48306 -3.66401 3.01120 -0.26 0.13 -0.55 -0.56
C -0.67767 -2.79985 4.01434 -0.06 -0.31 0.36 -0.60
C -0.16349 -1.55871 3.26875 0.48 -0.62 0.64 -0.58
O -0.70178 -1.67564 1.90663 -0.24 0.75 -0.95 -0.15
C -1.43454 -2.93818 1.65806 0.42 -0.89 -0.42 -0.49
H -1.07470 -4.68222 2.90618 -0.20 0.49 0.12 0.31
H -2.52671 -3.72487 3.31197 0.08 -0.20 0.15 0.30
H 0.15011 -3.40233 4.42540 -0.33 0.52 -0.09 0.32
H -1.33803 -2.48696 4.83157 0.33 -0.13 -0.12 0.29
H -0.50439 -0.61370 3.69521 -0.16 -0.08 0.02 0.48
H 0.93440 -1.56603 3.20420 -0.17 0.00 -0.05 0.43
H -0.83095 -3.48453 0.90645 -0.25 0.12 0.46 0.35
H -2.39729 -2.68448 1.18249 0.22 -0.04 0.57 0.33
```
Forces are in eV/Å.

---

# 2
Molecular formula: C10H12N2O2
Method: DFT, wB97M-V/def2-TZVPD

E_LUMO = 0.73 eV
SMILES string = C[C@@H]1N[C@H]2CC(=O)O[C@]23C=CC=CN13
Net charge = 0
Orbital gap = 0.3251 Ha
ΔE to the lowest compared entry with this formula, charge and spin = 39.07 kcal/mol

XYZ file:
```
26
Properties=species:S:1:pos:R:3:forces:R:3:mulliken_charge:R:1
C -1.24886 1.98657 -0.99411 2.79 0.56 1.38 -1.29
C -1.27393 0.51462 -0.50094 -0.84 2.41 1.50 0.10
N -1.38066 0.52539 1.13436 -0.24 -1.14 -1.87 -0.56
C -0.20535 -0.18282 1.60244 2.24 -0.79 -2.96 -0.19
C -0.39882 -1.31653 2.61477 -0.34 0.67 -0.61 -0.82
C -0.59152 -2.58444 1.75919 -0.87 -0.48 0.07 0.52
O -0.94637 -3.65518 2.19993 0.52 1.14 -0.70 -0.58
O -0.35280 -2.34667 0.43861 -0.64 -0.15 0.54 -0.44
C 0.29787 -1.02771 0.22966 0.36 -0.15 1.93 1.06
C 1.75137 -1.36912 0.15153 -2.15 1.81 -2.39 -1.36
C 2.48018 -1.23884 -0.94751 -0.96 0.06 -0.60 -0.27
C 1.84397 -0.77037 -2.15207 -0.87 1.12 0.64 -0.88
C 0.58521 -0.25543 -2.00140 1.29 -0.51 -0.33 -0.09
N -0.17247 -0.27279 -0.85998 1.85 -1.69 1.05 0.12
H -0.14601 2.33986 -0.75784 -1.99 -0.48 -0.54 0.27
H -1.83627 2.47853 -0.20832 -0.19 0.33 -0.81 0.38
H -1.44543 2.32017 -2.04768 -0.25 -0.90 1.05 0.33
H -2.14691 0.04379 -0.79453 -2.06 -0.86 -0.58 0.38
H -2.17298 -0.10287 1.39283 0.49 0.80 -0.68 0.38
H 0.66184 0.51965 1.62533 -0.70 -0.40 1.17 0.53
H -1.27896 -1.15438 3.27987 0.75 -0.28 -0.38 0.33
H 0.49894 -1.50416 3.19961 -0.05 0.21 0.28 0.29
H 2.06451 -1.67055 1.04281 1.98 -1.41 3.54 0.51
H 3.50187 -1.47026 -0.96598 1.30 -0.40 0.10 0.51
H 2.40317 -0.56873 -3.07068 -0.44 -0.37 0.33 0.33
H 0.15712 0.16300 -2.85310 -1.00 0.91 -1.13 0.43
```
Forces are in eV/Å.

---

# 3
Molecular formula: C10H12N2O2
Method: DFT, wB97M-V/def2-TZVPD

E_LUMO = 0.19 eV
Net charge = 0
Orbital gap = 0.3129 Ha
ΔE to the lowest compared entry with this formula, charge and spin = 83.61 kcal/mol

XYZ file:
```
26
Properties=species:S:1:pos:R:3:forces:R:3:mulliken_charge:R:1
C 3.13088 0.72652 -0.21261 3.16 -0.71 -0.21 -0.60
C -0.96828 -1.16594 -1.36740 2.66 -2.06 -2.35 -0.49
C -1.92269 -0.28476 -1.61248 0.09 -0.38 -2.63 -0.23
C 4.24448 0.91499 -0.98650 -3.13 -1.92 0.82 -0.47
C 3.77386 -1.24820 -1.07105 0.31 -0.16 0.39 -0.44
C 2.97194 -0.68764 -0.10209 -0.80 0.25 -1.41 0.64
C -1.78576 -0.67003 0.63454 -3.92 3.09 1.52 -0.81
C 1.22554 -0.34082 1.69287 1.17 1.66 -0.61 -1.71
C -3.39867 1.08945 -0.25405 -1.55 -1.35 -0.72 -0.92
C 1.84607 -1.25003 0.64879 -0.18 0.00 -0.56 1.03
N -0.95413 -1.33676 -0.04339 2.70 -2.70 -0.59 0.25
N -2.47061 -0.01020 -0.40344 -0.03 1.07 0.35 0.34
O 4.60614 -0.24900 -1.56074 -0.29 -1.42 -0.29 -0.33
O 1.46772 -2.39451 0.45481 0.37 0.11 0.33 -0.72
H 2.76920 1.49624 0.38208 -1.03 1.03 0.88 0.36
H -0.22316 -1.78935 -1.95335 -1.37 1.25 0.39 0.31
H -2.15526 -0.04915 -2.66567 -0.60 0.60 1.17 0.34
H 4.59716 1.82493 -1.29035 1.57 1.70 -0.98 0.48
H 3.80649 -2.31466 -1.47544 0.41 1.99 0.63 0.37
H 0.66120 0.61709 1.48348 0.12 -1.59 -0.69 0.27
H 2.10564 0.13844 2.13254 0.07 -0.49 0.75 0.60
H 0.69909 -0.97156 2.34644 -0.81 -0.41 1.12 0.50
H -3.70386 1.51706 -1.23500 0.56 -0.38 0.55 0.31
H -4.31285 0.63398 0.15657 0.17 0.72 0.31 0.31
H -2.97118 1.84039 0.35162 0.16 0.85 0.81 0.32
H -0.23676 -1.92570 0.29965 0.22 -0.74 1.03 0.29
```
Forces are in eV/Å.

---

# 4
Molecular formula: C10H12N2O4PtS
Method: DFT, wB97M-V/def2-TZVPD

E_LUMO (alpha / beta) = -7.20 / -9.37 eV
Net charge = +2
2S+1 = 3
<S²> = 2.02
Orbital gap (alpha / beta) = 0.2850 / 0.2575 Ha
ΔE to the lowest compared entry with this formula, charge and spin = 1.91 kcal/mol

XYZ file:
```
30
Properties=species:S:1:pos:R:3:forces:R:3:mulliken_spin:R:1
Pt 2.40733 0.34046 0.10702 -1.40 -0.46 -0.46 0.52
O 0.83107 -1.37901 -2.00523 2.19 2.02 2.49 -0.02
C 1.41293 -0.75722 -1.22868 -3.21 -2.43 -2.91 0.10
C 2.58990 1.51955 1.70917 -0.40 3.06 4.15 0.15
O 2.65341 2.20521 2.62396 0.11 -1.97 -2.65 0.01
C 2.36422 2.00791 -1.09454 -0.82 4.61 -3.39 0.23
O 2.09915 2.87822 -1.79966 0.59 -2.89 2.24 0.01
C 2.78778 -1.28124 1.29333 0.38 -5.23 3.68 0.24
O 2.75962 -2.25614 1.91394 -0.18 3.47 -2.31 0.01
C 4.17752 -0.25340 -1.00666 2.62 0.76 0.45 0.07
H 4.34788 -1.32864 -0.96245 -0.17 0.19 0.12 0.00
H 4.15302 0.16049 -2.01541 -0.12 -0.04 0.25 0.00
C 4.60466 0.58332 0.07539 1.24 -0.90 -1.61 0.09
H 4.84313 1.63305 -0.10348 -0.11 -0.26 -0.04 0.01
H 5.05449 0.16402 0.97699 -0.22 -0.04 -0.24 0.01
S -0.17447 0.75312 1.14867 -0.61 0.31 0.47 0.49
C -1.73946 0.22318 0.59551 -2.24 -0.52 -0.75 0.03
N -2.30878 -0.87982 1.11131 1.08 0.83 -0.03 0.04
C -3.63596 -1.38775 0.74601 -0.35 -0.20 0.32 0.00
C -4.02255 -0.91369 -0.63149 0.16 -0.12 -0.17 0.00
C -3.82448 0.57877 -0.73250 -0.23 0.23 -0.03 0.00
N -2.46236 0.93518 -0.29774 1.10 -0.37 0.79 0.03
H -1.81437 -1.28329 1.89916 -0.10 -0.16 -0.27 0.00
H -4.38727 -1.05129 1.47585 0.33 -0.09 -0.03 0.00
H -3.59121 -2.47738 0.77277 0.01 0.09 0.13 0.00
H -5.06984 -1.14787 -0.80575 -0.03 -0.02 -0.03 0.00
H -3.44241 -1.43474 -1.39631 0.03 0.05 0.02 0.00
H -4.55878 1.09782 -0.09648 0.26 -0.01 -0.25 0.00
H -3.95226 0.89452 -1.77284 0.08 0.17 0.29 0.00
H -2.10191 1.85666 -0.49985 0.00 -0.09 -0.23 0.00
```
Forces are in eV/Å.

---

# 5
Molecular formula: C10H12N2OS
Method: DFT, wB97M-V/def2-TZVPD

E_LUMO = 0.28 eV
SMILES string = CS/C(=N\C(C)=O)Nc1ccccc1
Net charge = 0
Orbital gap = 0.3113 Ha
ΔE to the lowest compared entry with this formula, charge and spin = 21.75 kcal/mol

XYZ file:
```
26
Properties=species:S:1:pos:R:3:forces:R:3:mulliken_charge:R:1
C -2.71560 -0.54218 -1.70996 0.86 2.77 -0.61 -0.79
S -1.32825 0.51841 -1.09395 0.69 -0.23 0.34 0.04
C -0.20467 -0.49141 -0.10274 -0.09 -0.26 1.19 0.49
N -0.18981 -1.76552 0.10397 0.11 -0.27 0.96 -0.64
C -0.38951 -2.69520 -0.85913 -0.64 1.12 -0.28 0.77
C -0.51326 -4.12235 -0.50570 -0.99 -0.63 3.89 -1.17
O -0.42271 -2.32459 -2.01238 0.03 -0.58 -1.83 -0.65
N 0.66931 0.15756 0.76134 -1.48 -0.48 -0.66 -0.20
C 1.13452 1.42302 0.76005 1.17 1.85 -1.67 1.03
C 1.11906 2.23246 -0.38412 0.81 0.26 0.49 -0.30
C 1.79672 3.46480 -0.22541 -0.10 -0.06 -1.59 -0.49
C 2.38378 3.89827 0.93966 1.91 0.15 1.23 -0.58
C 2.44227 3.02122 2.05675 -0.61 0.83 0.79 -0.35
C 1.86607 1.80401 1.89920 -2.49 -1.78 1.32 -0.55
H -3.22577 0.28976 -2.38025 0.68 -2.12 1.36 0.33
H -3.25745 -0.80765 -0.82200 -0.63 -0.39 -0.09 0.29
H -2.21761 -1.32736 -2.25204 -0.48 -0.40 -0.35 0.25
H -0.79600 -4.68828 -1.33606 -0.18 -0.82 -1.36 0.38
H -1.33393 -4.32118 0.33384 1.60 0.72 -1.67 0.25
H 0.41261 -4.50626 -0.03451 -0.35 0.22 -0.42 0.29
H 0.97509 -0.31274 1.58853 -0.19 -1.21 -0.15 0.22
H 0.77041 1.84710 -1.37741 0.33 0.74 1.21 0.33
H 1.96509 4.06185 -1.13470 -0.32 -0.13 0.51 0.30
H 3.06242 4.78915 0.97455 -1.18 -0.61 -0.23 0.30
H 2.71599 3.26319 3.12485 0.30 0.17 -1.65 0.30
H 1.58355 1.09982 2.75490 1.23 1.15 -0.72 0.16
```
Forces are in eV/Å.

---

# 6
Molecular formula: C10H12N2Si
Method: DFT, wB97M-V/def2-TZVPD

E_LUMO = -8.98 eV
Net charge = +2
Orbital gap = 0.3091 Ha
ΔE to the lowest compared entry with this formula, charge and spin = 84.41 kcal/mol

XYZ file:
```
25
Properties=species:S:1:pos:R:3:forces:R:3:mulliken_charge:R:1
C -3.75003 -1.06738 0.39028 0.42 -0.02 1.30 -0.07
C 3.96574 -0.71844 -0.14957 0.66 0.37 -0.98 -0.03
C -3.90524 -0.30174 -0.87086 0.99 1.50 -0.78 -0.26
C -2.81989 -0.95699 1.41007 -1.10 0.96 -1.64 -0.53
C 3.27326 -0.65034 -1.32972 -1.15 -0.56 -1.56 -0.72
C 3.43261 -0.23081 1.04180 1.41 -1.08 1.27 -0.93
C -3.20510 0.66785 -1.41241 0.29 -2.11 2.96 -0.10
C -1.68370 -0.00674 1.32447 -0.93 -0.45 -2.68 0.45
C 1.98691 -0.10010 -1.25478 0.99 -1.24 -2.39 0.19
C 2.21630 0.33627 0.98922 -0.80 0.85 2.62 0.25
N -1.37572 0.71162 0.30274 -0.63 1.03 -0.51 -0.39
N 1.52596 0.38852 -0.14688 -2.19 2.14 1.18 0.00
Si 0.12517 1.70648 -0.13274 -0.85 -3.36 -1.48 0.29
H -4.63292 -1.70423 0.41535 0.56 -0.34 0.80 0.36
H 4.95475 -1.04510 -0.37601 0.86 -0.50 1.21 0.41
H -4.81893 -0.54857 -1.45376 0.43 0.19 0.10 0.37
H -2.84640 -1.47860 2.38831 -0.45 0.01 -1.09 0.37
H 3.69970 -1.09344 -2.30278 -0.86 0.97 1.71 0.35
H 3.91385 -0.35020 2.03820 -0.10 0.25 -1.10 0.37
H -2.82358 1.52998 -1.89275 0.08 0.44 -0.57 0.44
H -1.01406 -0.11100 2.09422 1.59 0.08 2.23 0.39
H 1.29044 -0.04512 -2.07916 0.30 -0.01 -0.38 0.39
H 1.76199 0.79945 1.93505 0.62 -0.72 -1.62 0.39
H -0.25080 1.72519 -1.63402 0.72 0.81 1.29 -0.06
H 0.97968 2.54344 0.70575 -0.84 0.76 0.11 0.07
```
Forces are in eV/Å.

---

# 7
Molecular formula: C10H12N3O
Method: DFT, wB97M-V/def2-TZVPD

E_LUMO (alpha / beta) = -3.67 / -3.67 eV
Net charge = +1
Orbital gap (alpha / beta) = 0.2905 / 0.2905 Ha
ΔE to the lowest compared entry with this formula, charge and spin = 149.88 kcal/mol

XYZ file:
```
26
Properties=species:S:1:pos:R:3:forces:R:3:mulliken_charge:R:1
C 2.94451 -0.55399 -1.37110 -1.16 -1.06 1.10 -0.37
C 2.97005 -0.39531 0.02251 -0.94 1.82 -2.06 -0.73
C 1.72520 -0.43739 -2.02131 -0.77 0.57 -0.78 -0.86
C 1.85279 0.07354 0.70036 0.20 -1.19 0.88 -0.85
C -0.79964 0.03159 -1.87453 1.39 -0.06 -2.36 0.14
C 0.58159 -0.10717 -1.27772 0.85 -1.63 -0.84 0.26
C 0.60587 -0.01038 0.11336 0.35 0.66 -1.28 0.35
C -0.76108 0.20657 0.62029 -0.70 -0.86 2.76 0.37
C -1.74158 -0.83811 0.05129 1.01 1.53 0.42 -0.45
C -1.01955 0.41926 3.05498 3.65 2.18 -3.11 0.05
N -1.68042 -0.92491 -1.23622 -0.80 -0.65 -0.52 -0.06
N -1.30981 1.31830 -1.43628 -0.68 -0.98 -2.01 -0.52
N -1.29555 1.33314 -0.03648 -3.54 4.31 0.10 -0.23
O -1.71694 -0.57720 3.43526 0.03 -2.82 2.24 -0.38
H 3.86743 -0.92971 -1.75939 0.17 0.17 -0.96 0.41
H 3.96457 -0.28485 0.31067 1.29 -0.18 1.68 0.40
H 1.56534 -0.53139 -3.11085 0.54 -0.06 0.61 0.33
H 1.94557 0.38460 1.72069 0.04 -0.03 0.53 0.30
H -0.86625 -0.12881 -3.05306 0.30 0.57 2.63 0.51
H -2.59258 -1.13396 0.62434 -0.46 -0.84 0.14 0.45
H 0.15865 0.46095 3.15103 -2.71 -0.24 0.15 0.21
H -2.34047 -1.37663 -1.86567 -0.32 0.02 0.66 0.32
H -1.04004 2.09335 -2.05765 0.33 -0.21 1.36 0.29
H -1.55374 1.36670 3.09230 0.24 -0.01 -0.48 0.28
H -2.29624 1.73108 0.19241 2.64 -1.56 0.33 0.38
H -1.16767 -1.18927 4.01079 -0.95 0.54 -1.18 0.39
```
Forces are in eV/Å.

---

# 8
Molecular formula: C10H12N6O6Re
Method: DFT, wB97M-V/def2-TZVPD

E_LUMO (alpha / beta) = -9.20 / -8.79 eV
Net charge = +2
2S+1 = 2
<S²> = 0.76
Orbital gap (alpha / beta) = 0.2562 / 0.2570 Ha
ΔE to the lowest compared entry with this formula, charge and spin = 34.81 kcal/mol

XYZ file:
```
35
Properties=species:S:1:pos:R:3:forces:R:3:mulliken_spin:R:1
Re -0.29125 0.11142 0.81833 -0.13 0.91 -0.12 1.10
O -3.32250 -0.06569 3.84932 0.01 -0.06 0.00 0.00
C -2.54862 -0.45093 2.89110 0.07 0.15 0.16 0.00
O -1.57664 0.23647 2.52627 -0.09 -0.36 -0.12 0.00
C -2.90818 -1.80503 2.33281 0.05 0.07 -0.10 0.00
O -2.13890 -2.10347 1.20251 -0.09 -0.09 -0.23 0.01
C -2.81069 -2.05148 -0.05401 0.19 -0.13 0.43 0.00
C -2.84335 -0.66854 -0.66236 -0.04 0.43 -0.38 0.01
O -3.56203 -0.28596 -1.51097 0.00 -0.12 0.11 0.00
O -1.84519 0.19432 -0.15491 0.28 -0.44 0.30 -0.01
H -3.04328 0.78495 4.23203 0.00 0.06 0.03 0.00
H -3.98568 -1.83907 2.15552 -0.03 0.01 0.00 0.00
H -2.68409 -2.53086 3.12090 -0.03 0.00 0.02 0.00
H -3.83503 -2.41618 0.01710 -0.03 -0.02 -0.03 0.00
H -2.25277 -2.70003 -0.73059 -0.02 0.03 -0.04 0.00
C 2.55528 2.82348 -3.20226 -0.05 -0.03 0.03 0.00
N 1.85120 1.79737 -2.43416 0.06 0.00 -0.05 0.00
C 1.49975 0.48795 -2.98320 0.01 0.07 0.05 0.00
C 0.80575 -0.15225 -1.80559 0.02 0.03 -0.10 -0.04
O 0.31899 -1.24539 -1.68733 0.02 0.03 -0.01 0.01
N 0.77320 0.78656 -0.76175 -0.14 -0.54 -0.06 -0.01
C 1.39100 1.92827 -1.20402 -0.09 0.07 0.08 0.00
N 1.48533 3.01167 -0.45994 0.07 0.03 0.02 0.00
H 3.19252 2.32885 -3.93017 0.00 0.00 -0.01 0.00
H 3.19640 3.41121 -2.54731 0.01 -0.01 0.00 0.00
H 1.85160 3.47293 -3.72165 -0.01 0.01 0.00 0.00
H 2.38006 -0.07814 -3.28912 0.02 -0.01 0.02 0.00
H 0.82146 0.57347 -3.83432 -0.02 0.00 0.00 0.00
H 1.11308 3.01253 0.47587 -0.02 -0.01 0.00 0.00
H 1.91258 3.85672 -0.80264 -0.01 0.01 -0.01 0.00
N 1.11973 -0.57270 1.76141 0.40 -0.28 0.11 -0.05
C 2.03015 -1.32122 2.17676 -0.60 0.34 0.02 0.00
N 2.87997 -1.95791 2.66642 0.43 -0.50 -0.22 -0.02
C 3.82494 -2.88588 2.74272 -0.30 0.37 0.09 0.01
N 4.64521 -3.68744 2.80724 0.04 -0.03 0.03 -0.01
```
Forces are in eV/Å.

---

# 9
Molecular formula: C10H12NO
Method: DFT, wB97M-V/def2-TZVPD

E_LUMO = -4.60 eV
SMILES string = O=C(CC1CC1)[n+]1ccccc1
Net charge = +1
Orbital gap = 0.3233 Ha
ΔE to the lowest compared entry with this formula, charge and spin = 47.05 kcal/mol

XYZ file:
```
24
Properties=species:S:1:pos:R:3:forces:R:3:mulliken_charge:R:1
O 0.02337 2.52594 -0.36531 -1.14 -2.82 1.53 -0.47
C -0.19583 1.45116 0.15238 1.51 2.08 -1.22 0.43
C -1.54298 1.01637 0.88077 2.61 0.18 -1.66 -0.74
C -2.11005 -0.30706 0.56623 -1.06 1.65 0.74 -0.26
C -3.38518 -0.30152 -0.31706 -1.53 -0.04 1.01 -0.72
C -2.06865 -0.78878 -0.76619 0.01 -1.72 -3.20 -0.30
N 1.16286 0.51986 0.05204 -3.12 0.26 2.11 0.13
C 1.08423 -0.78319 0.35937 2.90 -0.33 -2.20 0.16
C 2.21887 -1.58011 0.11415 -0.56 1.98 1.31 -0.85
C 3.40305 -0.91944 -0.17851 0.63 0.28 -1.36 -0.16
C 3.42280 0.44648 -0.48048 -1.13 -0.02 1.66 -0.59
C 2.29110 1.16543 -0.19498 0.00 -1.07 -1.39 -0.07
H -1.31234 1.13900 1.90654 -0.15 0.47 1.18 0.45
H -2.12685 1.78022 0.43902 -0.90 1.14 0.25 0.28
H -2.47191 -0.87193 1.35561 0.88 -1.63 1.64 0.42
H -3.76501 0.73397 -0.43353 0.25 -1.02 -0.76 0.25
H -4.15987 -1.09057 -0.02780 1.17 1.44 -0.46 0.28
H -1.94458 -1.85786 -0.86009 -0.28 -0.20 -0.31 0.26
H -1.61574 -0.29067 -1.63272 0.26 0.25 0.78 0.27
H 0.16227 -1.21975 0.53065 -1.75 -0.43 0.59 0.55
H 2.17206 -2.61407 0.32681 0.06 -0.90 0.02 0.40
H 4.33325 -1.44172 -0.31884 0.06 -0.45 0.07 0.42
H 4.21619 1.08702 -0.75366 1.38 -0.25 -0.30 0.39
H 2.20895 2.20121 -0.35439 -0.12 1.14 -0.06 0.47
```
Forces are in eV/Å.

---

- Which formula does entry 2 have?
  C10H12N2O2